Record 1
This record from the OMol25 dataset describes C17H19CuN5O4PS4Sb as an isolated structure. The level of theory is ωB97M-V/def2-TZVPD.

Computed properties:
Net charge ... -2
2S+1 ... 2
E_HOMO (alpha / beta) ... -0.05509 / -0.05386 Ha
LUMO (alpha / beta) ... 4.5 / 4.0 eV
Frontier orbital gap (alpha / beta) ... 5.978 / 5.462 eV
E ... -137391.3827 eV

Cartesian coordinates (Å):
Cu: -0.1598 -0.3063 0.8691
O: 2.7802 2.4960 5.0288
C: 3.0700 1.2139 5.1734
O: 3.7199 0.8059 6.1170
C: 2.5553 0.3013 4.1223
C: 2.7740 -1.0583 4.1135
N: 2.1963 -1.5379 3.0016
N: 1.6221 -0.5837 2.2765
C: 1.8061 0.5410 2.9370
C: 1.1598 1.7893 2.3990
O: 1.5267 2.8793 2.9040
O: 0.2828 1.6402 1.5068
H: 2.2087 2.6450 4.2007
H: 3.2825 -1.6838 4.8287
H: 2.0541 -2.4979 2.6622
S: 1.3178 -4.2131 1.2463
Sb: -0.9856 -3.7796 1.0442
S: -1.4028 -1.7511 2.1972
S: -1.0504 -3.0729 -1.4801
S: -2.6824 -3.9458 -2.1550
C: -1.3810 2.2947 -1.1418
P: -1.2700 0.4537 -1.1960
C: -0.8920 0.2399 -2.9817
C: -3.0691 0.0530 -1.1719
C: -3.7306 0.1027 0.0570
C: -5.0866 -0.1807 0.1422
C: -5.8032 -0.5426 -0.9931
C: -5.1513 -0.6269 -2.2150
C: -3.7953 -0.3274 -2.2993
H: -2.1754 2.6523 -1.7998
H: -0.4245 2.7196 -1.4589
H: -1.5503 2.6171 -0.1149
H: -1.4744 0.9271 -3.6004
H: -1.0744 -0.7893 -3.2926
H: 0.1703 0.4490 -3.1240
H: -3.1674 0.3182 0.9580
H: -5.5735 -0.1565 1.1102
H: -6.8554 -0.7918 -0.9194
H: -5.6908 -0.9410 -3.1016
H: -3.2993 -0.4204 -3.2579
N: 3.5338 2.1483 -2.5916
C: 3.1393 0.8777 -2.1661
C: 2.2303 0.7293 -1.1147
N: 1.8333 -0.4604 -0.7093
C: 2.3270 -1.5316 -1.3380
C: 3.2096 -1.3681 -2.3887
N: 3.6236 -0.1676 -2.8157
H: 3.4968 2.8632 -1.8832
H: 4.3996 2.1331 -3.1058
H: 1.8052 1.5877 -0.5944
H: 2.0246 -2.5102 -0.9683
H: 3.5958 -2.2335 -2.9164

Atom charges from the Löwdin analysis, given in e for atoms 1 to 8: atom 1 (Cu): -0.20, atom 2 (O): 0.09, atom 3 (C): -0.53, atom 4 (O): 0.04, atom 5 (C): -0.07, atom 6 (C): -0.02, atom 7 (N): 0.02, atom 8 (N): 0.05

=====

Record 2
This record from the OMol25 dataset describes a 2-piece molecular cluster, CH7N2O2 overall at a distorted geometry. The level of theory is ωB97M-V/def2-TZVPD.

Computed properties:
2S+1 ... 2
E_HOMO (alpha / beta) ... -0.12979 / -0.41960 Ha
LUMO (alpha / beta) ... 0.5 / 0.3 eV
Frontier orbital gap (alpha / beta) ... 4.071 / 11.669 eV
E ... -8223.5105 eV

Cartesian coordinates (Å):
N: 0.1112 0.0869 -1.9900
H: -0.0224 -0.3187 -2.9293
H: 1.1177 0.3245 -1.8419
H: -0.4985 0.9241 -1.9169
H: -0.1546 -0.5720 -1.1534
N: 0.7256 0.2491 1.3408
C: -0.3916 -0.4935 1.1218
O: -1.4568 -0.1569 1.8790
O: -0.5294 -1.2898 0.2018
H: 1.5765 -0.0632 0.8919
H: 0.8771 0.5272 2.2908
H: -1.3549 0.7822 2.1055

Atom charges from the Löwdin analysis, given in e for atoms 1 to 8: atom 1 (N): 0.03, atom 2 (H): 0.06, atom 3 (H): 0.01, atom 4 (H): 0.03, atom 5 (H): 0.05, atom 6 (N): 0.14, atom 7 (C): -0.72, atom 8 (O): 0.10

=====

Record 3
This record from the OMol25 dataset describes an isolated ion of composition C32H51N4S2 and charge +1 at a distorted geometry. The level of theory is ωB97M-V/def2-TZVPD.

Computed properties:
Net charge ... +1
SMILES ... CCCCCCCCC[C@@H]1[NH2+]CCN(NCCC)[C@H]1CCCSC(=S)N(c1ccccc1)c1ccccc1
E_HOMO ... -0.34783 Ha
LUMO ... -2.9 eV
Frontier orbital gap ... 6.588 eV
E ... -61609.9008 eV

Cartesian coordinates (Å):
C: 7.2177 -3.1268 0.1021
C: 5.7843 -3.2049 0.9241
C: 4.4977 -2.6320 0.0279
C: 4.0337 -3.7584 -1.1142
C: 2.5276 -4.3993 -0.7697
C: 1.4688 -3.1552 -0.9563
C: -0.0033 -3.5792 -1.5344
C: -1.1585 -3.8206 -0.3900
C: -1.2228 -2.6843 0.7838
C: -2.7214 -2.1961 1.2218
N: -3.8451 -3.1431 0.8682
C: -5.2040 -2.7482 1.4544
C: -5.3649 -1.1074 1.4567
N: -4.4673 -0.5597 0.3699
N: -4.8635 0.6879 -0.0845
C: -5.6633 0.5127 -1.3576
C: -6.9039 1.5719 -1.5314
C: -6.8411 2.2963 -3.0206
C: -2.9991 -0.6232 0.7251
C: -2.5386 0.3396 1.9692
C: -2.3792 1.9285 1.6010
C: -0.8844 2.5554 1.8498
S: -0.7955 4.1233 0.7685
C: 0.8776 4.9531 0.9313
S: 1.0264 6.1206 2.1977
N: 1.9758 4.5980 -0.0462
C: 3.3558 4.6471 0.5707
C: 4.5382 5.3950 -0.3447
C: 6.1092 5.5214 0.1072
C: 6.5363 4.8606 1.5493
C: 5.3795 4.1316 2.4970
C: 3.8113 4.0097 2.0107
C: 1.7178 3.3004 -0.7797
C: 2.2637 1.8577 -0.2118
C: 1.9746 0.4799 -1.1105
C: 1.1677 0.6045 -2.5314
C: 0.5829 2.0281 -3.1038
C: 0.8724 3.3808 -2.2209
H: 7.3273 -2.1563 -0.5589
H: 7.3294 -4.1229 -0.5393
H: 8.1404 -3.1297 0.8438
H: 5.9283 -2.6184 1.9355
H: 5.5385 -4.3276 1.1715
H: 4.8508 -1.6568 -0.5353
H: 3.5913 -2.2915 0.7153
H: 3.9870 -3.1421 -2.1345
H: 4.8597 -4.5820 -1.2054
H: 2.2678 -5.3170 -1.4478
H: 2.5322 -4.6571 0.3897
H: 1.4604 -2.5378 0.0376
H: 1.9538 -2.4376 -1.7782
H: -0.4375 -2.8451 -2.3513
H: 0.1237 -4.6260 -2.0939
H: -0.8727 -4.8464 0.1497
H: -2.1612 -4.0214 -0.9579
H: -0.6825 -3.0939 1.7592
H: -0.6330 -1.7380 0.3739
H: -2.7134 -2.1272 2.4138
H: -3.6588 -4.1464 1.0886
H: -3.9786 -3.0965 -0.1869
H: -5.3397 -3.2176 2.5238
H: -6.0112 -3.2445 0.7287
H: -5.2384 -0.6057 2.5063
H: -6.4837 -0.8915 1.1021
H: -5.5405 1.0621 0.6393
H: -4.9781 0.6062 -2.3076
H: -6.1104 -0.5811 -1.3277
H: -7.9783 1.0724 -1.4435
H: -6.8284 2.3901 -0.6792
H: -5.7216 2.4961 -3.3627
H: -7.3096 1.5247 -3.8008
H: -7.4005 3.3284 -3.0597
H: -2.3816 -0.3938 -0.2670
H: -3.2843 0.2802 2.8911
H: -1.5145 -0.1171 2.3789
H: -3.2239 2.5722 2.1418
H: -2.6009 2.0418 0.4353
H: -0.8198 2.8798 2.9928
H: 0.0032 1.8158 1.6621
H: 4.2360 5.8447 -1.4084
H: 6.8515 6.0488 -0.6497
H: 7.6718 4.9476 1.8578
H: 5.6373 3.6630 3.5575
H: 3.0072 3.4518 2.6887
H: 2.8587 1.6897 0.7901
H: 2.4002 -0.5391 -0.7049
H: 1.0078 -0.3883 -3.1551
H: -0.0149 2.1650 -4.1152
H: 0.4908 4.4501 -2.5830

Atom charges from the Löwdin analysis, given in e for atoms 1 to 8: atom 1 (C): -0.15, atom 2 (C): -0.26, atom 3 (C): -0.22, atom 4 (C): -0.20, atom 5 (C): -0.19, atom 6 (C): -0.23, atom 7 (C): -0.20, atom 8 (C): -0.21